(1)
A molecular structure, C30H40N10OSV, computed with the ωB97M-V functional and the def2-TZVPD basis.

Structure (XYZ):
```
83
Properties=species:S:1:pos:R:3:forces:R:3:mulliken_spin:R:1
V 0.5544 -0.2366 0.6825 0.113 0.191 -0.426 1.00
O 0.7658 -0.1495 2.6278 0.472 -0.146 0.004 0.01
C 1.7856 0.1459 3.3998 -0.658 -0.084 -0.281 -0.01
C 1.5695 0.1783 4.7906 0.171 0.058 0.204 0.01
C 2.5830 0.4799 5.6698 -0.058 -0.014 0.023 0.00
C 3.8660 0.7764 5.2010 -0.049 -0.006 -0.087 0.00
C 4.0917 0.7553 3.8423 -0.059 -0.017 0.144 -0.01
C 3.0784 0.4363 2.9252 0.469 0.063 -0.216 0.03
C 3.3922 0.4383 1.4957 -0.263 0.026 0.516 0.00
N 2.5288 0.4606 0.4871 0.360 0.024 -0.267 -0.02
C 3.2923 0.5501 -0.6768 -0.298 -0.091 0.241 0.00
C 4.6012 0.5741 -0.3537 0.186 0.002 -0.056 0.00
N 4.6594 0.4961 1.0189 0.087 0.054 -0.046 0.00
H 0.5690 -0.0466 5.1349 -0.017 -0.004 0.010 0.00
H 2.3777 0.4939 6.7329 0.020 0.003 0.020 0.00
H 4.6630 1.0323 5.8840 0.017 0.005 0.028 0.00
H 5.0801 1.0223 3.4888 0.029 0.005 -0.033 0.00
H 2.8194 0.5909 -1.6398 0.123 0.011 0.120 0.00
H 5.4847 0.6280 -0.9621 0.031 -0.003 -0.025 0.00
H 5.4941 0.4588 1.5744 -0.040 -0.006 -0.004 0.00
C 0.6723 -3.4522 1.6130 0.092 -0.030 0.036 0.00
N -0.4184 -3.6970 0.6922 -0.017 0.096 -0.225 0.00
C -0.0666 -4.5904 -0.4070 -0.034 0.121 0.110 0.00
C -1.3973 -2.7537 0.5193 0.445 -0.175 0.076 0.01
N -1.2065 -1.5283 0.9289 -0.880 0.257 0.257 -0.02
C -2.3492 -0.7648 1.3141 0.268 -0.270 -0.013 0.03
C -3.4393 -1.2852 2.0023 -0.001 -0.189 -0.065 -0.01
C -4.4797 -0.4725 2.4272 0.027 0.089 -0.038 0.00
C -4.4215 0.8941 2.1872 0.027 -0.111 0.004 0.00
C -3.3134 1.4263 1.5454 -0.080 0.195 -0.128 0.00
C -2.2771 0.6119 1.1038 0.271 -0.060 -0.032 0.00
N -1.0483 1.0954 0.6135 -0.476 0.306 0.039 -0.05
C -1.0231 2.2158 -0.0888 0.291 -0.022 0.286 0.02
N -0.0635 3.1498 0.1656 -0.172 -0.102 -0.229 0.00
C 0.5811 3.2063 1.4649 0.011 -0.078 -0.025 0.00
C 0.6612 3.8160 -0.9038 -0.033 -0.071 0.133 0.00
N -1.9314 2.4785 -1.0596 0.124 0.017 -0.094 0.00
C -2.3717 3.8109 -1.4096 0.023 0.001 0.019 0.00
C -2.5871 1.3854 -1.7567 0.084 0.075 0.084 0.00
N -2.5313 -3.1997 -0.1018 0.048 0.112 -0.083 0.00
C -3.2830 -2.3405 -0.9928 0.059 -0.014 0.048 0.00
C -3.0622 -4.5222 0.1193 -0.055 -0.064 0.024 0.00
H 1.0415 -4.4184 1.9676 -0.049 0.032 0.058 0.00
H 0.3377 -2.8446 2.4505 0.004 -0.002 -0.033 0.00
H 1.5134 -2.9401 1.1259 -0.071 0.018 -0.011 0.01
H 0.0949 -5.6007 -0.0264 0.039 -0.020 -0.036 0.00
H 0.8411 -4.2238 -0.8943 0.023 -0.059 -0.007 0.00
H -0.8558 -4.6072 -1.1516 0.014 0.003 -0.005 0.00
H -3.4624 -2.3489 2.2076 -0.038 -0.001 0.046 0.00
H -5.3162 -0.9047 2.9594 -0.024 0.007 0.013 0.00
H -5.2135 1.5473 2.5277 -0.021 0.010 0.007 0.00
H -3.2341 2.4982 1.4001 -0.008 0.017 0.026 0.00
H 0.0230 2.6123 2.1830 -0.005 0.000 0.001 0.00
H 0.6187 4.2480 1.7945 0.043 -0.008 0.000 0.00
H 1.5967 2.8089 1.4068 0.027 -0.014 0.048 0.00
H 0.2400 3.5331 -1.8600 -0.072 0.034 -0.116 0.00
H 1.7010 3.4747 -0.8919 -0.001 0.020 0.003 0.00
H 0.6422 4.9022 -0.7796 -0.027 -0.008 -0.018 0.00
H -1.9054 4.5456 -0.7597 0.010 0.007 0.020 0.00
H -3.4571 3.8773 -1.2894 -0.007 0.002 -0.006 0.00
H -2.1282 4.0464 -2.4492 0.009 0.030 0.002 0.00
H -1.9351 0.5128 -1.7235 -0.049 -0.022 -0.004 0.00
H -2.7252 1.6807 -2.7979 -0.020 -0.020 -0.018 0.00
H -3.5590 1.1490 -1.3142 -0.028 -0.026 -0.015 0.00
H -2.6508 -1.5085 -1.2960 -0.045 -0.008 0.009 0.00
H -4.1971 -1.9578 -0.5294 -0.019 0.008 0.012 0.00
H -3.5462 -2.9140 -1.8853 -0.013 0.017 -0.002 0.00
H -2.4585 -5.0447 0.8572 -0.025 -0.002 -0.005 0.00
H -3.0764 -5.1110 -0.8030 -0.014 -0.013 -0.005 0.00
H -4.0894 -4.4527 0.4922 -0.015 0.005 -0.002 0.00
C 2.0322 -0.8583 -6.4377 0.005 -0.001 -0.006 0.00
C 1.7079 -0.0939 -5.1882 0.039 -0.122 -0.114 0.00
C 1.8942 1.2803 -5.0978 0.020 0.031 -0.011 0.00
C 1.5950 1.8547 -3.8787 -0.008 0.088 -0.054 0.00
N 1.1329 1.1668 -2.8437 -0.161 0.135 -0.162 0.00
C 0.9694 -0.1581 -3.0286 -0.157 -0.210 0.645 0.00
S 0.3137 -1.0961 -1.6978 0.060 -0.100 -0.259 0.00
N 1.2585 -0.8071 -4.1626 -0.061 0.007 -0.069 0.00
H 2.1872 -0.1993 -7.2899 -0.003 0.028 -0.008 0.00
H 1.2311 -1.5614 -6.6592 -0.006 -0.001 0.003 0.00
H 2.9415 -1.4407 -6.2812 0.003 -0.015 0.007 0.00
H 2.2604 1.8621 -5.9311 0.007 0.016 -0.003 0.00
H 1.7357 2.9229 -3.7246 -0.014 -0.017 0.016 0.00
```
Forces are in eV/Å.

Results
Frontier orbital gap (alpha / beta): 6.312 / 5.711 eV
Net charge: 0
⟨S²⟩: 0.77
Lowest unoccupied orbital energy (alpha / beta): 0.64 / 0.64 eV
Relative energy (zero: lowest compared OMol25 entry of this formula, charge and spin): 0.0 kcal per mole
Multiplicity: 2

(2)
A molecular structure, C38H32BrIN3O4PtSi, computed with the ωB97M-V functional and the def2-TZVPD basis.

Structure (XYZ):
```
81
Properties=species:S:1:pos:R:3:forces:R:3:mulliken_charge:R:1
Pt 0.2349 1.2469 -0.1397 -0.233 0.485 0.218 0.31
Br -3.6768 1.2954 6.1626 0.042 -0.023 -0.032 -0.20
C -2.3950 1.2531 4.7695 0.018 -0.070 0.297 -0.46
C -1.0674 0.8945 5.0550 0.046 -0.070 0.054 -0.32
C -0.1327 0.8621 4.0584 0.074 -0.081 0.058 -0.53
C -0.4556 1.1603 2.7111 0.152 0.094 -0.283 -0.05
O 0.5048 1.0491 1.8359 -0.120 -0.295 0.188 -0.65
C -1.7944 1.5633 2.4452 -0.147 -0.093 0.100 0.46
C -2.2630 2.0258 1.1825 -0.422 0.123 0.304 0.31
N -1.5812 2.0611 0.0974 0.306 0.170 -0.796 0.74
C -2.0281 2.7181 -1.0883 0.261 -0.428 0.271 0.35
C -3.0583 3.6007 -1.1918 -0.387 0.287 0.034 -0.52
C -3.3873 4.1818 -2.4400 -0.117 0.043 0.250 -0.98
C -2.6875 3.8740 -3.5659 0.062 -0.045 -0.165 -0.85
C -1.5895 2.9851 -3.4855 0.040 -0.014 -0.004 1.36
C -0.7809 2.6304 -4.5917 -0.103 0.110 -0.095 -0.87
C 0.2854 1.8050 -4.4113 0.081 -0.122 -0.033 -1.18
C 0.5867 1.3334 -3.1185 0.327 -0.016 -0.291 0.23
N -0.1411 1.6385 -2.0782 -0.321 0.309 0.269 0.58
C -1.2511 2.4416 -2.2386 0.187 -0.213 -0.081 -0.70
C -2.7425 1.5885 3.5037 -0.034 0.096 -0.355 -0.87
H -0.7914 0.6359 6.0698 0.011 0.042 -0.027 0.46
H 0.8944 0.5927 4.2693 -0.012 -0.013 0.003 0.52
H -3.2879 2.3968 1.1514 0.053 0.039 0.092 0.23
H -3.6198 3.8840 -0.3102 -0.029 0.027 -0.082 0.48
H -4.2028 4.8919 -2.4919 0.011 -0.054 0.045 0.41
H -2.9445 4.3191 -4.5208 0.033 -0.043 0.064 0.44
H -1.0176 3.0305 -5.5716 0.010 -0.024 0.053 0.46
H 0.9175 1.5136 -5.2382 0.024 0.014 0.033 0.51
H 1.4534 0.7121 -2.9310 -0.016 0.101 -0.073 0.22
H -3.7600 1.8950 3.2908 0.028 0.002 -0.040 0.51
C 2.2174 3.6661 0.0187 -0.058 0.264 0.056 -1.16
Si 3.2148 2.0959 -0.0533 -0.225 -0.752 -0.263 0.80
C 4.0625 1.9311 1.5923 0.195 0.078 0.164 -1.06
C 4.4186 2.2691 -1.4869 0.227 0.143 0.042 -1.23
N 2.1657 0.6788 -0.4002 0.475 0.556 0.198 -0.11
C 2.6364 -0.4703 -0.9386 0.238 0.294 0.197 1.30
C 4.0189 -0.8428 -0.8783 -0.127 0.100 0.023 -0.53
C 4.5604 -1.9053 -1.5623 -0.136 0.037 -0.018 -0.92
C 3.7535 -2.6881 -2.3906 0.008 0.033 0.036 -0.84
C 2.4047 -2.3975 -2.4235 -0.311 -0.270 -0.089 -0.69
C 1.8514 -1.3799 -1.6557 -0.192 -0.581 -0.245 -0.20
O 0.4540 -1.1601 -1.6980 0.394 -0.221 -0.190 -0.11
C -0.4151 -2.1654 -1.5366 1.067 -0.829 -0.173 0.61
C -0.0910 -3.4851 -1.1299 -0.191 0.457 -0.234 0.01
C -1.0296 -4.5632 -1.2111 0.174 0.020 -0.114 -0.88
C -2.3199 -4.3032 -1.4592 -0.122 0.121 -0.122 -0.73
C -2.7865 -2.8635 -1.4225 0.080 -0.220 -0.327 -0.14
C -1.7153 -1.8668 -1.7679 -0.901 0.179 0.123 -0.81
H 2.9126 4.4972 0.2027 -0.046 -0.115 -0.053 0.43
H 1.4948 3.6604 0.8366 -0.014 0.023 -0.030 0.25
H 1.6923 3.8787 -0.9163 -0.006 -0.012 0.042 0.22
H 4.5837 2.8668 1.8284 -0.038 -0.111 0.007 0.37
H 4.7994 1.1259 1.6325 -0.048 0.001 0.007 0.35
H 3.3162 1.7545 2.3716 0.027 -0.006 -0.040 0.16
H 4.3604 3.2811 -1.9028 0.001 -0.108 0.036 0.45
H 4.1949 1.5609 -2.2864 0.017 0.004 -0.026 0.32
H 5.4575 2.1063 -1.1826 -0.081 -0.014 -0.058 0.33
H 4.6653 -0.2475 -0.2548 0.084 0.126 0.100 0.36
H 5.6148 -2.1326 -1.4592 -0.042 0.073 -0.004 0.43
H 4.1626 -3.4958 -2.9830 -0.039 0.043 0.029 0.44
H 1.7538 -2.9818 -3.0695 -0.023 0.026 0.049 0.54
H 0.9208 -3.7049 -0.8212 0.130 0.044 -0.049 0.71
H -0.6757 -5.5766 -1.0794 0.032 0.044 0.055 0.47
H -3.0689 -5.0825 -1.5263 0.005 0.076 0.133 0.54
H -3.7185 -2.6877 -1.9488 0.124 -0.020 -0.456 0.57
H -1.9854 -0.8850 -2.1332 0.005 -0.011 0.025 0.32
I -0.1954 -5.1650 5.7738 -0.013 0.011 0.009 0.14
C -0.9564 -4.0729 4.1761 0.045 -0.034 0.069 -0.14
C -0.1624 -3.1096 3.5702 -0.044 0.061 -0.037 -0.87
C -0.6652 -2.3879 2.4985 0.027 0.083 0.037 -0.18
C -1.9464 -2.6616 2.0238 -0.125 -0.071 -0.141 0.53
C -2.7342 -3.6394 2.6307 -0.083 0.001 0.017 -0.52
C -2.2475 -4.3329 3.7227 -0.037 0.059 -0.062 -0.60
C -2.3343 -1.9978 0.7664 -0.026 -0.139 0.141 0.57
O -3.1473 -2.7782 -0.0377 0.035 0.405 1.096 -0.36
O -1.9066 -0.9407 0.3802 -0.363 -0.261 0.030 -0.57
H 0.8403 -2.9206 3.9277 -0.008 0.008 0.001 0.50
H -0.0580 -1.6361 2.0067 -0.004 0.063 0.037 0.56
H -3.7294 -3.8455 2.2559 0.061 -0.016 0.006 0.53
H -2.8593 -5.0793 4.2109 0.025 0.016 -0.012 0.41
```
Forces are in eV/Å.

Results
Frontier orbital gap (alpha / beta): 3.357 / 3.343 eV
Net charge: +1
Lowest unoccupied orbital energy (alpha / beta): -5.94 / -5.95 eV
Relative energy (zero: lowest compared OMol25 entry of this formula, charge and spin): 60.5 kcal per mole

(3)
2 unconnected molecules or ions with the total composition C6H11N3O, computed with the ωB97M-V functional and the def2-TZVPD basis.

Structure (XYZ):
```
21
Properties=species:S:1:pos:R:3:forces:R:3:nbo_charge:R:1
O -4.3082 0.6269 -0.4587 0.545 -0.394 0.410 -0.56
C -3.2494 0.2356 -0.0326 1.098 -0.959 -0.879 0.68
C -2.2479 0.8476 0.9018 0.962 -0.871 -0.969 -0.59
C -1.1146 -0.2315 0.9254 -3.013 0.347 0.350 0.05
N -1.4917 -1.2717 0.2716 1.240 0.046 1.456 -0.22
N -2.5584 -0.9611 -0.4437 -3.187 1.296 -0.915 -0.47
H -2.1231 1.8511 0.5441 0.826 0.505 -0.109 0.27
H -2.6876 0.9102 1.8516 -0.529 0.152 1.624 0.25
H -0.3479 -0.2913 1.6547 0.611 -0.008 0.301 0.21
H -3.1671 -1.6805 -0.7838 0.259 -0.604 -0.306 0.40
C 1.4963 1.0160 0.3417 -0.196 0.079 -0.344 -0.68
C 0.7246 0.1083 -0.6221 2.420 -0.187 0.353 0.31
C 1.2709 -1.2780 -0.6064 3.275 -1.624 0.689 -0.72
N 0.0017 0.5693 -1.5205 -1.081 1.865 -1.034 -0.66
H 2.4560 1.0856 -0.1217 1.083 -0.363 -0.383 0.23
H 1.6999 0.6372 1.3506 -0.454 0.034 -0.258 0.21
H 1.2425 2.0613 0.3136 -0.967 0.302 0.327 0.23
H 0.5265 -2.0570 -0.4351 0.130 0.241 0.764 0.26
H 2.2603 -1.3206 0.1450 -2.884 -0.297 -1.784 0.21
H 1.6751 -1.6333 -1.5904 -0.172 0.908 0.504 0.23
H -0.2934 -0.0643 -2.2534 0.037 -0.469 0.204 0.34
```
Forces are in eV/Å.

Results
Frontier orbital gap: 9.985 eV
Net charge: 0
Lowest unoccupied orbital energy: 0.84 eV
Relative energy (zero: lowest compared OMol25 entry of this formula, charge and spin): 77.3 kcal per mole
SMILES: O=C1CC=NN1.CC(C)=N

| no. | F_max (eV Å⁻¹) |
| --- | --- |
| 1 | 0.95 |
| 2 | 1.36 |
| 3 | 3.72 |